C45H63Br14FN2O9 | the ωB97M-V functional and the def2-TZVPD basis

HOMO-LUMO gap = 5.559 eV
net charge = 0
highest occupied orbital energy = -7.346 eV

Last column: Mulliken charge in e.
Cartesian coordinates (Å):
C1 -6.3375 -1.4210 0.3328  -0.70
C2 -6.0545 -2.1400 -1.1471  -0.11
O1 -5.7946 -1.1583 -2.2133  -0.42
C3 -4.5812 -0.3646 -1.9571  -0.31
C4 -3.2071 -1.2634 -1.8167  -0.48
C5 -2.7600 -1.3224 -0.2402  0.28
C6 -3.1232 -2.6018 0.7625  -0.41
C7 -2.6461 -2.6305 2.3584  -1.15
C8 -1.8248 -1.3404 2.9997  -0.62
C9 -1.4866 -0.1045 1.9771  -0.13
C10 -1.9086 -0.0593 0.3644  0.35
C11 -1.4252 1.2729 -0.5233  0.27
O2 -2.2038 1.7782 -1.5035  -0.51
C12 0.0554 1.8814 -0.1338  0.72
C13 0.4613 1.8538 1.4876  -0.28
C14 1.9314 2.3891 2.0355  -0.37
C15 2.3515 2.3541 3.6235  0.25
C16 2.4167 3.8767 4.2486  -0.38
C17 0.9938 4.3476 4.9357  -0.09
C18 1.0515 5.8881 5.5709  -0.41
O3 2.2949 6.5323 5.1074  -0.29
C19 3.3044 6.5366 6.1780  0.29
O4 3.5262 7.5384 7.0425  -0.50
C20 2.9653 2.9520 0.8490  1.31
C21 4.4923 3.4718 1.2879  -0.18
O5 4.7850 4.7328 1.6220  -0.52
N1 5.5581 2.3839 1.3326  -0.09
C22 6.0339 2.1063 2.7446  0.47
O6 6.4426 3.0952 3.5823  -0.42
F1 6.0187 0.6659 3.1873  -0.24
C23 2.5514 2.9908 -0.7654  -0.01
C24 3.6318 3.5572 -1.9051  -1.07
C25 4.7981 2.3772 -2.0229  -0.45
C26 4.6215 1.4680 -3.3971  -0.37
O7 4.8041 0.0539 -2.9881  -0.43
C27 1.0653 2.4432 -1.2962  -0.79
N2 0.7889 2.5210 -2.7797  0.57
C28 0.4055 1.1902 -3.3850  -0.73
C29 -0.1580 3.6388 -3.1515  0.57
C30 -0.0501 5.0643 -2.2840  0.00
O8 -1.0584 3.6100 -4.1547  -0.64
C31 -0.6567 1.2251 2.5563  0.17
O9 -0.9189 1.7438 3.7624  -0.52
H1 -6.6271 -2.2679 1.1051  0.31
H2 -5.3569 -0.8570 0.7135  0.08
H3 -7.2097 -0.6417 0.3002  0.30
H4 -5.2621 -2.9985 -1.0697  0.02
H5 -7.0862 -2.6678 -1.4245  0.30
H6 -4.4448 0.3493 -2.9019  0.20
H7 -4.6683 0.3604 -1.0271  0.25
H8 -3.4338 -2.3648 -2.1799  0.47
H9 -2.2834 -0.7961 -2.4070  0.07
H10 -3.7117 -3.5473 0.3948  0.29
H11 -2.9013 -3.5602 3.0275  0.67
H12 -1.4985 -1.3911 4.1343  0.50
H13 1.6336 1.7339 4.3113  0.04
H14 3.4082 1.8204 3.6774  -0.11
H15 3.3334 3.8913 4.9976  -0.02
H16 2.6615 4.5952 3.3275  0.29
H17 0.1370 4.3619 4.1339  0.04
H18 0.7394 3.6451 5.8477  0.24
H19 0.9875 5.8067 6.7376  0.26
H20 0.1235 6.5159 5.1684  0.27
H21 3.9941 5.5696 6.2546  0.23
H22 6.3421 2.5707 0.6694  0.37
H23 4.0873 4.6003 -1.5732  0.44
H24 3.1311 3.7272 -2.9498  0.41
H25 5.8998 2.8200 -1.9081  0.28
H26 4.6305 1.6220 -1.1163  0.27
H27 3.5376 1.5542 -3.8605  0.07
H28 5.4786 1.7891 -4.1296  0.29
H29 5.6056 0.0052 -2.3651  0.35
H30 0.9466 1.0137 -4.4187  0.30
H31 -0.7538 1.0763 -3.6091  0.27
H32 0.6795 0.2672 -2.6901  0.30
H33 -0.3197 5.9965 -2.9706  0.32
H34 -0.8019 5.0626 -1.3667  -0.37
H35 1.0774 5.2349 -1.9456  0.08
Br1 1.0475 -1.0087 5.1231  0.04
C32 2.7586 -1.0838 6.0571  -0.61
C33 2.5653 -1.3452 7.5325  -0.29
Br2 1.9777 0.2653 8.4637  -0.14
H36 3.2784 -0.1450 5.8467  0.30
H37 3.3024 -1.9081 5.5872  0.40
H38 3.5142 -1.6156 8.0039  0.40
H39 1.8259 -2.1232 7.7425  0.02
Br3 2.3996 -3.3090 -5.3075  -0.15
C34 3.0377 -1.9782 -6.5832  -0.61
C35 4.3547 -1.3842 -6.1412  -0.79
Br4 4.0973 -0.0825 -4.7110  0.11
H40 2.2423 -1.2362 -6.6950  0.35
H41 3.1563 -2.5217 -7.5248  0.37
H42 4.8174 -0.8220 -6.9570  0.38
H43 5.0646 -2.1292 -5.7710  0.37
Br5 -0.1130 -5.3897 -6.6787  -0.11
C36 0.4288 -6.3342 -8.2974  -0.59
C37 1.4501 -7.4043 -7.9902  -0.56
Br6 3.2159 -6.6300 -7.6924  -0.13
H44 0.7890 -5.5794 -9.0018  0.36
H45 -0.4909 -6.7793 -8.6875  0.33
H46 1.5747 -8.0753 -8.8446  0.33
H47 1.2067 -7.9951 -7.1026  0.36
Br7 -6.5832 -1.5426 -8.3325  -0.15
C38 -7.4996 -1.8821 -6.6441  -0.58
C39 -6.5555 -1.7459 -5.4724  -0.48
Br8 -5.3999 -3.3095 -5.3116  -0.14
H48 -7.9551 -2.8732 -6.7219  0.38
H49 -8.2892 -1.1272 -6.5930  0.37
H50 -7.1115 -1.7057 -4.5317  0.21
H51 -5.9020 -0.8715 -5.5406  0.38
Br9 0.7659 -7.6164 7.1606  -0.15
C40 1.0484 -5.8287 7.8887  -0.56
C41 -0.1993 -4.9854 7.7678  -0.71
Br10 -0.4448 -4.3461 5.9410  -0.01
H52 1.9114 -5.4048 7.3679  0.33
H53 1.3061 -5.9878 8.9396  0.38
H54 -0.1140 -4.0808 8.3762  0.31
H55 -1.1128 -5.5192 8.0447  0.44
Br11 -2.4644 -6.3095 -0.6008  -0.14
C42 -0.7533 -6.3845 0.3333  -0.58
C43 -0.9466 -6.6460 1.8087  -0.70
Br12 -1.5342 -5.0354 2.7398  0.03
H56 -0.2335 -5.4457 0.1229  0.36
H57 -0.2095 -7.2089 -0.1366  0.37
H58 0.0023 -6.9163 2.2801  0.35
H59 -1.6860 -7.4240 2.0187  0.38
Br13 -3.5175 6.4371 -2.4949  -0.11
C44 -4.4339 6.0976 -0.8065  -0.56
C45 -3.4898 6.2339 0.3652  -0.67
Br14 -2.3342 4.6702 0.5260  -0.01
H60 -4.8894 5.1066 -0.8843  0.34
H61 -5.2236 6.8526 -0.7554  0.36
H62 -4.0458 6.2740 1.3059  0.36
H63 -2.8363 7.1082 0.2970  0.38

Force components x, y, z for each atom (eV/Å):
0.76 -0.19 -0.05
-1.93 -0.04 1.04
1.55 -0.45 1.89
0.95 1.21 -0.82
0.15 -0.41 1.20
1.16 0.11 3.06
2.23 2.91 2.12
0.41 4.55 -2.63
-1.49 -0.35 -4.49
-0.72 -1.55 -0.49
-0.55 -2.40 2.39
-2.91 0.94 -2.95
5.05 -3.14 5.92
2.03 0.70 0.65
2.05 0.95 -1.63
-1.54 -0.23 -3.67
0.13 0.14 -0.30
0.22 0.26 -0.91
0.14 0.38 0.35
-0.94 -1.26 -0.31
1.48 0.16 3.54
0.83 4.33 3.51
-1.86 -6.44 -6.00
-2.54 -0.98 -0.99
0.31 5.66 1.63
-2.05 -8.25 -2.44
-0.30 -0.31 2.22
2.26 5.02 4.04
-3.10 -8.00 -5.72
-0.04 4.73 -1.75
-2.00 -0.68 1.68
0.13 -0.47 0.94
-0.40 -0.29 0.77
1.89 4.31 3.93
4.76 2.77 9.95
1.42 0.45 4.32
-2.53 0.51 1.62
-0.71 -2.10 -1.11
-3.79 1.50 -3.24
0.72 -0.09 -0.48
5.95 -0.68 5.91
-1.29 1.33 3.36
1.94 -3.20 -7.34
0.69 1.74 -1.56
-2.24 -1.38 -0.71
1.62 -1.56 -0.22
-1.25 1.85 -0.22
2.31 1.16 0.31
-0.44 -1.68 2.02
0.00 -1.65 -1.80
0.62 2.32 0.62
-2.27 -1.00 1.19
1.38 2.17 0.57
-0.25 2.99 -1.42
-0.75 0.42 -2.72
1.13 0.99 -1.85
-2.04 1.22 -0.14
-2.05 0.10 -1.45
-0.41 -1.41 2.29
1.72 -0.48 1.60
0.31 1.14 -2.11
0.25 0.44 -2.22
2.25 -1.24 0.92
-1.59 1.98 -0.41
-0.72 -0.07 1.05
-1.00 -2.30 -0.45
0.67 -0.49 2.19
-2.37 -0.86 -0.51
0.38 1.77 -1.90
2.19 1.08 1.83
-1.97 -0.47 1.35
-0.96 0.38 -0.23
-0.92 0.56 2.15
2.40 0.68 0.59
-0.28 2.25 -1.28
0.41 -2.41 1.23
1.87 -0.22 -2.08
-2.47 -0.52 -0.44
0.25 0.21 0.01
-0.07 -0.25 -0.22
0.19 0.12 0.21
-0.05 -0.14 -0.05
-0.13 -0.21 0.16
-0.08 0.12 0.14
-0.13 0.05 -0.14
0.14 0.21 -0.19
0.12 0.27 0.11
0.16 -0.40 -0.44
-0.68 0.34 -0.62
-4.52 -6.69 -14.08
0.28 -0.13 0.09
-0.10 -0.01 0.13
-0.10 -0.20 -0.04
-0.27 0.06 -0.09
-0.08 -0.14 -0.25
-0.33 -0.01 0.12
0.19 -0.09 -0.20
-0.10 -0.06 0.07
0.01 -0.25 0.20
0.21 0.01 0.04
-0.07 0.14 0.12
-0.01 0.25 -0.21
-0.07 -0.10 0.04
-0.07 0.19 -0.13
-0.09 -0.13 0.27
0.01 0.13 -0.02
0.20 0.23 0.09
0.17 -0.11 0.06
0.12 0.03 -0.16
-0.21 -0.23 -0.06
0.08 0.14 -0.03
0.01 -0.22 0.19
-0.04 0.34 -0.04
0.01 -0.23 0.29
-0.29 -0.04 0.07
-0.09 0.07 -0.17
0.03 -0.18 -0.03
0.31 0.06 -0.06
0.08 0.09 0.02
-0.02 -0.11 -0.14
0.32 -0.16 0.39
1.02 -1.93 -0.61
-0.16 -0.20 0.15
-0.10 0.13 0.15
-0.11 -0.01 -0.16
0.18 0.20 -0.16
-0.10 -0.13 0.11
-0.09 0.23 -0.20
-0.07 -0.09 0.25
-0.14 0.08 0.24
0.21 0.21 0.09
0.16 -0.12 0.08
0.05 -0.01 -0.19
-0.20 -0.22 -0.09